A molecular structure, C26H39CaO21Pt, computed with wB97M-V/def2-TZVPD.

The geometry in ORCA input format:
```
! wB97M-V def2-TZVPD RIJCOSX def2/J DEFGRID3
* xyz 1 3
Ca -1.2712 -1.2507 4.4870
Pt -3.2902 -0.1496 1.5941
C -1.8097 3.2130 3.8673
C -2.4853 1.8677 3.8646
O -2.0814 0.9513 4.7279
O -3.3067 1.5449 2.9611
H -2.0028 3.5446 4.8892
H -2.2085 3.9400 3.1615
H -0.7316 3.2551 3.7149
C -5.1254 -3.0926 4.0698
C -4.3871 -2.1180 3.1728
O -5.0016 -1.3204 2.4318
O -3.2230 -1.7152 3.2970
H -5.1142 -4.0007 3.4647
H -6.1105 -2.7995 4.4243
H -4.4504 -3.2945 4.9017
C 0.8608 0.3259 0.9142
C -0.6877 0.3050 1.1556
O -1.6077 0.9518 0.6177
O -1.0470 -0.4429 2.1132
H 1.3598 -0.4149 1.5362
H 1.2768 1.3066 1.1390
H 1.2037 0.1000 -0.0959
C 2.1194 3.9565 1.3625
C 3.3544 3.1030 0.8667
C 3.8440 2.1442 1.8964
O 4.5554 1.1912 1.1572
C 4.0635 1.1681 -0.0554
O 4.4627 0.3915 -0.8608
O 3.0835 2.1709 -0.2048
H 1.4453 4.1146 0.5217
H 2.6454 4.9121 1.4065
H 1.7323 3.7759 2.3633
H 4.2442 3.7032 0.6717
H 3.0512 1.6082 2.4230
H 4.4592 2.5992 2.6726
C 1.8174 -1.5879 -2.9811
C 1.9733 -0.3033 -3.7639
C 1.0469 0.8496 -3.4681
O 1.9302 1.9655 -3.5506
C 3.1816 1.6098 -3.5880
O 4.1137 2.3974 -3.3433
O 3.2419 0.2832 -3.6088
H 2.1716 -1.5249 -1.9530
H 2.3452 -2.3975 -3.4866
H 0.7896 -1.9371 -3.0942
H 1.9287 -0.4875 -4.8393
H 0.6140 0.9006 -2.4669
H 0.1733 0.7767 -4.1162
C 1.5685 -3.2513 1.5920
C 2.9126 -2.7901 1.0748
C 3.8372 -2.6861 2.2370
O 4.9236 -3.5632 1.9375
C 4.7259 -4.1250 0.7513
O 5.4059 -4.9914 0.2718
O 3.4615 -3.8091 0.2598
H 1.2088 -2.3392 2.0769
H 1.6564 -4.0680 2.3080
H 0.8239 -3.5067 0.8381
H 2.7481 -1.8681 0.5171
H 3.4147 -2.9071 3.2173
H 4.2083 -1.6652 2.3450
C -2.6367 3.5548 -1.5054
C -2.3000 4.3310 -2.7943
C -1.7608 5.6995 -2.5933
O -0.5483 5.6784 -3.3807
C -0.3092 4.4555 -3.8637
O 0.6115 4.1821 -4.5967
O -1.1767 3.5874 -3.3058
H -2.5296 2.4712 -1.4756
H -3.6610 3.7892 -1.2114
H -1.9883 3.8824 -0.6915
H -3.0840 4.2650 -3.5494
H -1.4399 5.7736 -1.5535
H -2.3686 6.5624 -2.8588
C -1.9577 -5.3313 -1.3543
C -2.1874 -4.0619 -2.1513
C -3.5798 -3.9334 -2.5225
O -4.0591 -2.9958 -1.6295
C -3.0547 -2.4112 -0.9384
O -3.2051 -1.4646 -0.1976
O -1.9541 -2.9221 -1.2447
H -2.4879 -5.4021 -0.4044
H -0.8964 -5.4874 -1.1525
H -2.1599 -6.2759 -1.8613
H -1.5425 -3.9497 -3.0218
H -4.0095 -4.9273 -2.3964
H -3.7564 -3.5896 -3.5422
*
```

Computed properties:
- LUMO (spin up / spin down) (eV) = -4.81 / -4.83
- <S²> = 2.00

Atomic partial charges in e from the Löwdin method, atoms 1 to 2: atom 1 (Ca): 1.65, atom 2 (Pt): 1.37